Below is one molecule with the formula C2H5NO2S3, with properties calculated with ωB97M-V/def2-TZVPD.

CARTESIAN COORDINATES (ANGSTROEM)
C (-0.92353, 0.93697, 1.58670)
O (0.10596, 0.47568, 0.81885)
C (-0.22783, -0.07715, -0.38036)
N (0.80394, -0.88393, -0.90894)
S (0.81524, -0.95520, -2.65456)
S (2.39956, -0.44312, -0.20080)
O (-1.07044, 0.79857, -1.23928)
S (-1.87379, -0.61553, -0.78494)
H (-0.57109, 1.44661, 2.59084)
H (-1.70211, 0.09985, 1.73112)
H (-1.48613, 1.74229, 1.12548)
H (1.86613, -1.82690, -2.72903)
H (1.86408, -0.69816, 1.04493)

Values from the calculation:
- E_LUMO (eV) = 0.1
- energy above the lowest of the compared OMol25 structures with the same formula, charge and spin (kcal per mole) = 44.52
- E_tot (Eh) = -1478.8536
- HOMO energy (eV) = -8.516
- SMILES = CO[C@]1(N(S)S)OS1

=====

Below is C6H16N2 as an isolated structure, with properties calculated with ωB97M-V/def2-TZVPD.

CARTESIAN COORDINATES (ANGSTROEM)
C (-0.24306, -1.04417, 0.42645)
N (-2.82882, -0.14626, -1.28462)
C (-1.21370, -0.26702, 1.35190)
C (-3.09421, 0.63685, -0.22959)
C (0.17392, -0.33208, -0.92436)
C (1.58509, 0.25139, -0.92971)
C (2.06235, 0.83406, 0.52652)
N (3.50608, 0.08304, 0.77710)
H (-0.87832, -1.78059, -0.00729)
H (0.69177, -1.56887, 0.75846)
H (-1.92705, 0.18266, 0.52402)
H (-0.56096, 0.36058, 1.94374)
H (-1.67817, -0.92669, 2.09548)
H (-3.56774, -0.79295, -1.54638)
H (-3.83607, 0.41588, 0.53100)
H (-3.03415, 1.70095, -0.55618)
H (0.11411, -1.18846, -1.57468)
H (-0.46294, 0.51513, -1.20712)
H (2.23310, -0.59904, -1.07766)
H (1.90733, 1.09291, -1.56051)
H (2.47918, 1.79972, 0.15888)
H (1.19858, 1.15039, 1.10189)
H (3.81419, 0.30028, 1.76145)
H (2.30684, -0.31941, 0.92947)

Values from the calculation:
- total charge = +1
- spin multiplicity = 2
- E_LUMO (spin up / spin down) (eV) = -4.7 / -8.6
- energy above the lowest of the compared OMol25 structures with the same formula, charge and spin (kcal per mole) = 215.15
- E_tot (Eh) = -347.0735
- ⟨S²⟩ = 0.757
- HOMO energy (spin up / spin down) (eV) = -12.134 / -12.114

=====

Below is C35H50N4STi as an isolated structure, with properties calculated with ωB97M-V/def2-TZVPD.

CARTESIAN COORDINATES (ANGSTROEM)
Ti (9.30620, 11.68594, 12.06614)
C (10.14450, 10.61558, 9.73156)
C (11.03424, 11.31652, 10.60362)
C (11.65114, 10.58300, 11.66924)
C (11.36573, 9.20708, 11.82745)
C (10.45661, 8.55253, 10.98625)
C (9.84589, 9.25615, 9.93323)
H (9.73024, 11.13170, 8.87221)
H (11.36536, 12.33578, 10.36811)
H (12.37972, 11.06782, 12.32404)
H (11.87888, 8.63416, 12.60798)
H (10.23455, 7.49702, 11.14164)
H (9.14195, 8.73801, 9.27921)
C (7.40908, 12.93676, 15.73131)
C (8.90805, 13.17481, 15.69731)
C (9.58754, 13.30175, 16.91843)
C (10.97243, 13.51564, 16.95686)
C (11.69357, 13.59554, 15.76903)
C (11.04167, 13.48823, 14.52163)
C (11.83092, 13.72053, 13.26032)
C (9.66793, 13.28238, 14.51224)
N (9.01546, 13.22590, 13.26392)
C (8.04647, 14.14512, 12.85391)
C (7.75142, 15.36710, 13.66232)
C (7.46887, 13.84544, 11.67463)
C (6.45537, 14.73056, 11.01040)
N (7.88643, 12.64567, 11.10493)
C (7.49604, 12.22552, 9.81121)
C (7.85091, 12.97703, 8.67849)
C (8.78357, 14.17289, 8.73259)
C (7.34830, 12.55782, 7.43564)
C (6.55944, 11.40242, 7.33980)
C (6.28113, 10.64346, 8.47731)
C (6.75416, 11.04468, 9.72749)
C (6.42863, 10.27582, 10.97488)
H (7.17012, 12.19081, 16.49876)
H (7.02430, 12.51269, 14.79498)
H (6.82980, 13.83524, 15.95803)
H (9.03056, 13.27988, 17.85201)
H (11.46644, 13.61310, 17.91553)
H (12.76583, 13.76134, 15.78782)
H (12.77423, 13.15743, 13.27214)
H (12.05067, 14.77839, 13.11914)
H (11.28225, 13.39604, 12.36322)
H (8.51452, 15.48612, 14.42739)
H (6.75565, 15.31550, 14.11825)
H (7.79909, 16.21046, 12.96865)
H (5.65681, 14.93961, 11.72261)
H (6.01626, 14.19629, 10.16039)
H (6.92632, 15.66345, 10.69525)
H (9.26376, 14.23973, 9.71775)
H (8.28506, 15.12553, 8.55880)
H (9.57850, 14.07363, 7.98564)
H (7.57923, 13.13835, 6.54469)
H (6.18947, 11.06957, 6.37489)
H (5.67912, 9.73710, 8.40581)
H (6.04083, 9.26943, 10.76949)
H (5.69934, 10.78710, 11.62422)
H (7.32995, 10.12393, 11.62105)
C (10.41609, 7.50226, 18.43582)
C (11.42017, 7.42187, 17.25327)
C (11.05448, 6.38068, 16.17667)
C (9.68162, 6.58144, 15.52001)
N (9.64001, 7.85341, 14.79547)
C (8.58766, 8.63366, 14.45018)
S (8.96595, 10.30761, 14.01656)
N (7.28213, 8.30302, 14.51350)
C (6.61325, 7.04577, 14.85581)
C (6.19885, 6.94481, 16.32088)
C (5.06285, 7.88955, 16.77866)
C (5.50332, 9.34203, 17.08882)
H (10.78189, 8.17894, 19.20949)
H (10.28971, 6.52516, 18.90767)
H (9.43935, 7.88018, 18.11645)
H (12.42291, 7.18602, 17.64500)
H (11.51711, 8.41885, 16.80966)
H (11.04921, 5.37926, 16.63487)
H (11.81865, 6.31451, 15.39945)
H (8.86998, 6.53149, 16.24507)
H (9.49386, 5.75551, 14.82016)
H (10.51858, 8.34669, 14.61948)
H (6.70948, 9.11466, 14.27502)
H (7.23571, 6.19375, 14.55244)
H (5.74905, 6.97952, 14.19368)
H (7.06018, 7.05593, 16.98614)
H (5.87942, 5.90863, 16.48985)
H (4.59491, 7.43480, 17.66443)
H (4.28018, 7.88755, 16.01625)
H (6.34092, 9.35366, 17.79040)
H (4.69313, 9.91476, 17.54919)
H (5.80923, 9.90184, 16.19566)

Values from the calculation:
- total charge = +4
- E_LUMO (spin up / spin down) (eV) = -15.0 / -15.0
- E_tot (Eh) = -2828.8556
- HOMO energy (spin up / spin down) (eV) = -19.702 / -19.702

=====

Below is a 2-piece molecular cluster, C4H14N2 overall, with properties calculated with ωB97M-V/def2-TZVPD.

CARTESIAN COORDINATES (ANGSTROEM)
C (-3.59002, 0.10020, 2.94654)
C (-3.88792, -1.26202, 3.62572)
C (-3.72181, -2.35367, 2.45951)
H (-4.54929, 0.55761, 2.84896)
H (-3.06856, 0.07655, 1.94748)
H (-3.01577, 0.82345, 3.56779)
H (-4.83688, -1.44157, 4.02868)
H (-3.14199, -1.59023, 4.41523)
H (-2.65266, -2.73332, 2.49812)
H (-4.28993, -3.20721, 2.91987)
H (-3.87071, -2.03760, 1.43652)
N (4.91681, 0.41500, -2.92691)
C (4.02488, 1.20158, -3.96433)
N (4.43505, 2.76440, -3.91230)
H (4.27391, -0.08563, -2.31496)
H (5.78821, 0.97252, -2.53536)
H (4.24492, 0.97823, -5.02640)
H (3.01301, 1.20513, -3.54765)
H (5.45248, 2.57886, -3.52224)
H (4.47628, 3.03773, -4.94428)

Values from the calculation:
- E_LUMO (eV) = 1.2
- energy above the lowest of the compared OMol25 structures with the same formula, charge and spin (kcal per mole) = 56.48
- E_tot (Eh) = -270.2056
- HOMO energy (eV) = -9.100
- SMILES = CCC.NCN

=====

Below is C3H2FHgMgO2 as an isolated structure, with properties calculated with ωB97M-V/def2-TZVPD.

CARTESIAN COORDINATES (ANGSTROEM)
C (-1.62225, -0.28096, -0.79305)
C (-0.75586, 0.29455, 0.03173)
H (-1.31185, -1.09998, -1.43820)
H (-2.67530, -0.01056, -0.75413)
F (-1.18968, 1.11219, 0.98226)
O (1.41834, 1.73020, 0.80688)
C (1.64692, 0.76215, 0.14681)
O (0.51992, -0.16616, 0.12840)
Mg (3.64011, 0.01633, -0.23365)
Hg (0.32965, -2.35775, 1.12295)

Values from the calculation:
- total charge = +2
- spin multiplicity = 2
- E_LUMO (spin up / spin down) (eV) = -11.2 / -11.8
- energy above the lowest of the compared OMol25 structures with the same formula, charge and spin (kcal per mole) = 0.00
- E_tot (Eh) = -718.5612
- ⟨S²⟩ = 0.753
- HOMO energy (spin up / spin down) (eV) = -16.949 / -16.876

=====

Below is C29H26CuN5O as an isolated structure, with properties calculated with ωB97M-V/def2-TZVPD.

CARTESIAN COORDINATES (ANGSTROEM)
Cu (-0.12828, -0.03963, -0.18541)
C (3.09285, 0.10081, -0.98460)
N (2.53826, 0.29371, 0.34372)
C (3.33359, -0.39095, 1.34344)
C (2.43754, 1.71564, 0.65256)
C (1.39040, 2.47732, -0.14444)
C (1.61178, 3.83867, -0.34241)
C (0.67222, 4.62545, -0.99508)
C (-0.49039, 4.03175, -1.46368)
C (-0.69124, 2.66731, -1.26969)
C (0.22990, 1.83913, -0.60999)
H (4.14774, 0.41672, -1.03617)
H (2.51431, 0.67991, -1.70283)
H (3.03586, -0.95210, -1.27027)
H (4.35335, 0.02297, 1.42937)
H (3.42650, -1.44852, 1.08479)
H (2.84965, -0.31695, 2.31822)
H (3.41872, 2.20216, 0.50651)
H (2.20482, 1.79632, 1.71891)
H (2.53042, 4.29424, 0.01989)
H (0.85137, 5.68504, -1.13651)
H (-1.23366, 4.62774, -1.98389)
H (-1.60632, 2.23103, -1.66710)
C (-8.74994, -10.58097, -0.29542)
O (-9.11129, -9.22434, -0.09327)
C (-8.11933, -8.30322, -0.10109)
C (-8.51647, -6.97715, 0.05720)
C (-7.57528, -5.96984, 0.06891)
C (-6.21595, -6.25441, -0.07515)
C (-5.83214, -7.58015, -0.23684)
C (-6.76816, -8.60266, -0.25108)
C (-5.18714, -5.20994, -0.05658)
N (-3.90274, -5.40945, -0.23932)
C (-3.32216, -4.17132, -0.13352)
C (-4.26750, -3.20634, 0.11635)
N (-5.45971, -3.88606, 0.16284)
C (-3.95162, -1.82834, 0.33236)
C (-4.85177, -0.81157, 0.67494)
C (-4.37313, 0.45468, 0.90809)
C (-2.99722, 0.68793, 0.82935)
N (-2.13388, -0.25966, 0.51637)
C (-2.59186, -1.48960, 0.23277)
C (-1.59357, -2.47516, -0.15678)
N (-0.34182, -2.02109, -0.39705)
C (0.60027, -2.91180, -0.65786)
C (0.36045, -4.28637, -0.72451)
C (-0.92098, -4.75102, -0.56099)
C (-1.93482, -3.82939, -0.28279)
H (-9.67791, -11.14375, -0.29112)
H (-8.10321, -10.94332, 0.50702)
H (-8.24749, -10.71891, -1.25550)
H (-9.57139, -6.76066, 0.16535)
H (-7.92001, -4.94814, 0.18270)
H (-4.77930, -7.80148, -0.35228)
H (-6.43365, -9.62224, -0.37726)
H (-6.36358, -3.49331, 0.35277)
H (-5.91270, -1.01663, 0.75835)
H (-5.04160, 1.26172, 1.17599)
H (-2.57574, 1.66715, 1.02916)
H (1.58727, -2.51346, -0.85793)
H (1.18038, -4.96028, -0.93309)
H (-1.16829, -5.80170, -0.64673)

Values from the calculation:
- E_LUMO (eV) = -0.3
- energy above the lowest of the compared OMol25 structures with the same formula, charge and spin (kcal per mole) = 0.00
- E_tot (Eh) = -3110.2141
- HOMO energy (eV) = -6.301

=====

Question: Number 2 is which compound?
Answer: C6H16N2

=====

What did the fourth record say?
Below is a 2-piece molecular cluster, C4H14N2 overall, with properties calculated with ωB97M-V/def2-TZVPD.

CARTESIAN COORDINATES (ANGSTROEM)
C (-3.59002, 0.10020, 2.94654)
C (-3.88792, -1.26202, 3.62572)
C (-3.72181, -2.35367, 2.45951)
H (-4.54929, 0.55761, 2.84896)
H (-3.06856, 0.07655, 1.94748)
H (-3.01577, 0.82345, 3.56779)
H (-4.83688, -1.44157, 4.02868)
H (-3.14199, -1.59023, 4.41523)
H (-2.65266, -2.73332, 2.49812)
H (-4.28993, -3.20721, 2.91987)
H (-3.87071, -2.03760, 1.43652)
N (4.91681, 0.41500, -2.92691)
C (4.02488, 1.20158, -3.96433)
N (4.43505, 2.76440, -3.91230)
H (4.27391, -0.08563, -2.31496)
H (5.78821, 0.97252, -2.53536)
H (4.24492, 0.97823, -5.02640)
H (3.01301, 1.20513, -3.54765)
H (5.45248, 2.57886, -3.52224)
H (4.47628, 3.03773, -4.94428)

Values from the calculation:
- E_LUMO (eV) = 1.2
- energy above the lowest of the compared OMol25 structures with the same formula, charge and spin (kcal per mole) = 56.48
- E_tot (Eh) = -270.2056
- HOMO energy (eV) = -9.100
- SMILES = CCC.NCN

=====

Question: The lowest E_tot belongs to which entry?
Answer: C29H26CuN5O